The following is a quantum chemistry calculation of the ion C35H50N11O8 with charge +1 at a distorted geometry, from the OMol25 dataset.

Values from the calculation:
HOMO-LUMO gap	9.1	eV
HOMO level	-10.6	eV
LUMO	-1.456	eV
total charge	+1

Positions of all 104 atoms, in Å:
C 3.131 -0.415 -4.525
C 3.397 0.577 -3.909
C 3.740 1.728 -3.088
H 4.583 2.264 -3.546
O 4.059 1.373 -1.745
C 5.293 0.689 -1.618
C 5.520 0.363 -0.148
H 5.445 1.279 0.455
H 6.527 -0.057 -0.025
O 4.541 -0.571 0.255
C 4.739 -1.092 1.553
H 5.729 -1.563 1.630
C 3.669 -2.160 1.794
O 2.346 -1.661 1.734
C 1.704 -1.379 2.971
H 1.898 -2.181 3.691
H 0.636 -1.364 2.738
C 2.100 -0.020 3.577
N 1.986 1.027 2.592
C 0.778 1.540 2.251
N -0.168 1.581 3.170
C -1.335 2.085 2.753
N -2.353 2.131 3.642
C -3.715 2.190 3.165
H -4.267 2.952 3.722
H -3.678 2.470 2.112
C -4.366 0.794 3.366
N -3.309 -0.186 3.500
C -2.635 -0.769 2.490
O -1.572 -1.341 2.658
C -3.284 -0.800 1.093
N -2.245 -0.575 0.125
C -1.055 -1.191 -0.027
C -0.412 -0.437 -0.986
N -1.246 0.559 -1.356
N -2.329 0.468 -0.688
C 0.985 -0.483 -1.500
N 1.873 0.135 -0.475
H 2.092 -0.565 0.260
H 2.766 0.457 -0.897
H 1.027 0.142 -2.396
C 1.474 -1.897 -1.808
C 0.524 -2.653 -2.702
C -0.036 -2.069 -3.832
C -0.919 -2.768 -4.631
C -1.260 -4.080 -4.322
C -0.687 -4.683 -3.203
C 0.192 -3.969 -2.406
H 0.626 -4.450 -1.541
H -0.931 -5.711 -2.985
O -2.130 -4.804 -5.059
H -2.491 -4.269 -5.776
H -1.357 -2.289 -5.495
H 0.210 -1.053 -4.098
H 1.588 -2.444 -0.869
H 2.457 -1.829 -2.284
H -0.773 -2.061 0.525
C -3.984 -2.154 0.907
H -3.293 -2.962 1.153
C -4.491 -2.336 -0.526
C -3.378 -2.698 -1.489
O -3.154 -2.140 -2.528
O -2.672 -3.742 -1.056
H -1.995 -4.006 -1.715
H -4.986 -1.436 -0.890
H -5.203 -3.163 -0.546
H -4.821 -2.198 1.604
H -3.986 0.019 0.925
C -2.605 -0.023 4.763
H -1.718 -0.656 4.729
C -2.218 1.469 4.917
H -2.880 1.975 5.624
H -1.187 1.570 5.250
H -3.254 -0.351 5.578
H -5.046 0.550 2.553
H -4.938 0.771 4.297
N -1.551 2.599 1.547
C -0.516 2.591 0.707
N 0.663 1.989 0.990
N -0.651 3.209 -0.464
C 0.397 3.278 -1.454
H 1.348 3.013 -0.992
H 0.155 2.586 -2.269
C 0.465 4.712 -2.000
O -0.774 5.127 -2.509
C -1.764 5.101 -1.506
H -2.688 5.433 -1.980
C -1.933 3.693 -0.931
H -2.625 3.696 -0.093
H -2.295 3.010 -1.707
H -1.496 5.801 -0.699
H 1.173 4.774 -2.829
H 0.790 5.391 -1.195
H 1.384 0.981 0.018
H 2.661 0.998 1.842
H 1.417 0.210 4.395
H 3.124 -0.036 3.957
H 3.855 -2.653 2.753
H 3.747 -2.901 0.991
H 4.685 -0.286 2.298
H 6.113 1.321 -1.981
H 5.271 -0.239 -2.203
H 2.884 2.406 -3.017
H 2.888 -1.257 -5.102

natural (NBO) atomic charge list, values in e, 99 entries:
1. C -0.18
2. C -0.08
3. C -0.14
4. H 0.22
5. O -0.55
6. C -0.09
7. C -0.08
8. H 0.18
9. H 0.19
10. O -0.57
11. C -0.09
12. H 0.19
13. C -0.08
14. O -0.57
15. C -0.09
16. H 0.18
17. H 0.24
18. C -0.25
19. N -0.58
20. C 0.64
21. N -0.63
22. C 0.63
23. N -0.40
24. C -0.23
25. H 0.21
26. H 0.25
27. C -0.24
28. N -0.42
29. C 0.70
30. O -0.66
31. C -0.13
32. N -0.17
33. C -0.06
34. C 0.09
35. N -0.27
36. N -0.05
37. C -0.09
38. N -0.80
39. H 0.45
40. H 0.45
41. H 0.23
42. C -0.44
43. C 0.02
44. C -0.20
45. C -0.26
46. C 0.33
47. C -0.33
48. C -0.22
49. H 0.22
50. H 0.24
51. O -0.65
52. H 0.49
53. H 0.22
54. H 0.21
55. H 0.21
56. H 0.23
57. H 0.26
58. C -0.39
59. H 0.24
60. C -0.52
61. C 0.80
62. O -0.59
63. O -0.72
64. H 0.52
65. H 0.24
66. H 0.25
67. H 0.23
68. H 0.24
69. C -0.24
70. H 0.25
71. C -0.24
72. H 0.21
73. H 0.25
74. H 0.21
75. H 0.22
76. H 0.21
77. N -0.63
78. C 0.67
79. N -0.69
80. N -0.39
81. C -0.26
82. H 0.22
83. H 0.21
84. C -0.07
85. O -0.51
86. C -0.08
87. H 0.21
88. C -0.26
89. H 0.25
90. H 0.22
91. H 0.17
92. H 0.20
93. H 0.17
94. H 0.46
95. H 0.39
96. H 0.25
97. H 0.20
98. H 0.19
99. H 0.20